No. 1
ORCA calculation (wB97M-V/def2-TZVPD) on one molecule with the formula C3H4N2O.

* HOMO-LUMO gap: 10.16 eV
* lowest unoccupied orbital energy: 0.80 eV
* SMILES string: Nc1cnco1
* relative energy (zero: lowest compared OMol25 entry of this formula, charge and spin): 293.3 kJ/mol

```
10
Properties=species:S:1:pos:R:3:forces:R:3:nbo_charge:R:1
N -1.4024 -0.9144 0.1514 -0.862 0.098 -1.215 -0.8624
C -0.2791 -0.1270 -0.0745 -0.482 -0.241 -0.011 0.3251
C 0.6103 -0.1375 0.9040 -1.083 -0.381 -0.522 -0.1793
N 1.6844 0.7144 0.5152 -0.482 -0.317 0.083 -0.4492
C 1.3041 1.1386 -0.6551 0.130 -0.148 0.372 0.3173
O 0.1059 0.6743 -1.1089 -0.080 -0.037 0.005 -0.4162
H -2.2621 -0.4729 0.4139 -0.284 0.034 -0.298 0.3897
H -1.4632 -1.8115 -0.2917 -0.258 0.018 -0.319 0.3898
H -0.1061 -0.8859 1.4838 3.430 1.236 1.477 0.2895
H 1.8082 1.8219 -1.3383 -0.029 -0.263 0.427 0.1957
```
Positions in Å, forces in eV/Å.

No. 2
ORCA calculation (wB97M-V/def2-TZVPD) on C54H65CsN5O10PS3 as an isolated structure.

* total charge: -2
* HOMO-LUMO gap: 5.25 eV
* lowest unoccupied orbital energy: 3.19 eV
* relative energy (zero: lowest compared OMol25 entry of this formula, charge and spin): 28.2 kJ/mol

```
139
Properties=species:S:1:pos:R:3:forces:R:3:mulliken_charge:R:1
Cs 0.5783 1.3129 0.4021 -0.874 0.787 0.542 0.7375
C -4.2210 3.8916 -2.9452 0.022 0.040 0.023 -0.8779
C -3.8267 5.1377 -2.4610 -0.039 -0.063 -0.045 -0.6787
C -2.9180 5.2350 -1.4240 0.066 0.021 0.048 -0.4648
C -2.3889 4.0809 -0.8451 -0.044 0.121 0.017 -1.5418
C -2.7896 2.8402 -1.3258 0.003 -0.072 0.024 1.6422
C -3.6974 2.7432 -2.3717 -0.016 0.002 -0.063 -0.3618
N -1.4079 4.0661 0.1935 0.216 0.191 0.039 0.9933
N -1.0597 5.2018 0.5724 -0.228 -0.294 -0.164 -0.7083
C -0.0023 5.2684 1.5229 0.149 -0.121 0.099 -0.8581
C 0.1129 6.5426 2.0968 -0.114 0.031 -0.060 -0.4964
C 1.1188 6.7971 3.0078 0.011 0.021 0.013 -0.5720
C 2.0027 5.7630 3.3179 -0.059 -0.089 0.014 -0.5818
C 1.8557 4.5117 2.7269 0.031 0.115 0.030 -1.2907
C 0.8625 4.1875 1.7813 0.058 0.037 -0.157 1.4303
H -4.9192 3.8205 -3.7702 -0.001 0.004 -0.001 0.3870
H -4.2237 6.0395 -2.9127 0.003 0.001 0.000 0.3708
H -2.5777 6.1925 -1.0552 -0.003 0.002 -0.004 0.4767
H -2.3577 1.9492 -0.8820 0.001 0.019 0.027 0.1303
H -3.9847 1.7698 -2.7527 0.025 0.035 -0.001 0.4871
H -0.5991 7.3095 1.8052 0.030 0.045 0.032 0.3666
H 1.2253 7.7766 3.4612 -0.006 0.000 -0.004 0.3196
H 2.8123 5.9362 4.0227 -0.006 0.031 0.007 0.3602
H 2.5777 3.7500 3.0228 -0.011 -0.025 -0.016 0.4058
O 2.4830 -4.2277 -5.0265 -0.018 -0.035 0.018 -0.7427
C 1.5579 -3.4297 -5.2653 0.083 0.049 0.023 0.5040
O 0.8132 -3.3378 -6.2621 -0.060 -0.001 -0.038 -0.7683
C 1.2870 -2.3828 -4.1528 -0.028 -0.020 -0.022 -0.3461
C 0.2632 -1.4513 -4.2955 0.000 0.006 -0.005 -0.9452
C 0.0378 -0.5452 -3.2756 0.007 -0.030 0.010 -0.5833
N 0.7574 -0.5031 -2.1545 -0.017 0.109 0.111 1.3611
C 1.7279 -1.4059 -2.0003 0.003 -0.013 -0.094 0.7270
C 2.0169 -2.3593 -2.9731 0.005 -0.011 -0.008 -0.7575
C 2.4635 -1.3975 -0.6614 -0.004 -0.172 -0.153 0.0367
O 2.8891 -2.5155 -0.2642 0.026 0.014 0.120 -1.0898
O 2.5497 -0.3182 -0.0449 0.676 -0.504 -0.214 -0.5459
H -0.3346 -1.4723 -5.1980 0.002 -0.001 -0.009 0.4775
H -0.7638 0.1893 -3.3462 -0.012 0.009 -0.002 0.4129
H 2.7930 -3.0946 -2.8150 0.005 0.000 0.012 0.4834
C 2.7877 -3.8699 4.8519 0.004 0.020 -0.019 -1.0979
C 1.8746 -3.7938 3.6343 -0.016 0.019 0.026 -0.2817
C 1.7733 -2.3807 3.0681 0.025 -0.008 0.067 -0.7007
N 3.0112 -1.9606 2.4420 -0.141 -0.117 -0.102 1.4272
C 3.8099 -1.0189 2.9008 0.054 0.197 0.094 -0.3124
S 3.6322 -0.1347 4.3179 -0.038 -0.134 -0.032 -0.4137
N 4.8988 -0.7083 2.0823 0.023 0.040 -0.026 0.3127
C 5.5830 -1.4566 1.1458 0.100 0.057 0.059 0.1013
O 6.2610 -0.9057 0.3014 -0.051 -0.034 -0.048 -0.7117
C 5.6320 -2.9407 1.3376 -0.069 0.001 0.057 0.4114
C 5.6050 -3.7785 0.2320 -0.029 -0.004 -0.024 -0.4895
C 5.7122 -5.1486 0.4050 -0.003 -0.001 0.008 -0.6629
C 5.8663 -5.6811 1.6788 0.005 -0.014 0.009 -0.4654
C 5.9092 -4.8419 2.7839 0.007 -0.003 -0.019 -0.5219
C 5.7855 -3.4714 2.6134 -0.021 -0.006 -0.034 -0.0114
H 2.8812 -4.8956 5.2164 0.003 0.002 -0.008 0.4133
H 2.4047 -3.2464 5.6616 0.001 0.006 0.020 0.2924
H 3.7855 -3.5026 4.6076 -0.029 -0.012 0.013 0.0601
H 0.8669 -4.1284 3.8980 -0.015 -0.023 0.002 0.3064
H 2.2381 -4.4626 2.8488 -0.009 0.003 -0.016 0.3090
H 1.5164 -1.6628 3.8501 -0.003 -0.018 -0.025 0.5242
H 1.0019 -2.3436 2.2925 0.002 0.011 0.019 -0.1574
H 3.0723 -2.2093 1.4331 0.167 -0.013 -0.081 -0.5912
H 5.1716 0.2628 2.1244 -0.012 -0.033 -0.028 0.2855
H 5.4576 -3.3519 -0.7493 -0.001 0.023 -0.014 0.3413
H 5.6589 -5.8021 -0.4560 0.001 -0.006 -0.006 0.4140
H 5.9460 -6.7536 1.8100 0.001 -0.003 0.003 0.3785
H 6.0263 -5.2532 3.7790 -0.001 -0.004 0.002 0.4104
H 5.7985 -2.8081 3.4706 0.019 0.001 0.003 0.5091
O 0.4302 4.5017 -2.2992 0.020 -0.045 -0.028 -0.7939
S 0.3598 3.1939 -3.0039 -0.297 0.157 0.216 1.5612
C 0.0174 3.5868 -4.7213 0.261 -0.175 -0.106 0.1069
C -0.3529 2.5903 -5.6145 -0.010 -0.008 0.028 -0.2361
C -0.6821 2.9353 -6.9168 0.009 0.008 -0.010 -0.6600
C -0.6583 4.2677 -7.3078 -0.010 -0.004 -0.006 -0.4421
C -0.3077 5.2568 -6.3983 0.007 -0.008 -0.008 -0.6392
C 0.0322 4.9192 -5.0964 0.005 0.006 0.005 -0.4524
C 2.0302 2.5363 -3.0395 0.031 0.096 -0.133 0.4092
C 2.4771 1.6152 -3.9755 -0.001 -0.003 -0.005 -0.4942
C 3.6856 0.9694 -3.7612 -0.020 0.005 0.050 -0.5182
C 4.4297 1.2399 -2.6188 -0.002 -0.015 -0.010 -0.4878
C 3.9857 2.1866 -1.7073 0.019 -0.014 -0.040 -0.5437
C 2.7834 2.8472 -1.9146 0.008 0.016 0.012 -0.8751
H -0.3879 1.5551 -5.2959 -0.009 -0.010 -0.007 0.1831
H -0.9611 2.1635 -7.6225 -0.002 -0.004 0.003 0.4410
H -0.9229 4.5362 -8.3231 -0.002 -0.002 -0.004 0.3726
H -0.3009 6.2959 -6.7034 0.000 0.003 -0.001 0.3904
H 0.2958 5.6611 -4.3531 -0.003 0.010 0.003 0.4771
H 1.8930 1.3811 -4.8553 -0.019 -0.033 0.019 0.2487
H 4.0251 0.2258 -4.4707 -0.001 -0.002 -0.006 0.3757
H 5.3429 0.6919 -2.4239 0.000 0.011 0.011 0.3202
H 4.5582 2.3890 -0.8118 0.009 -0.005 0.002 0.4095
H 2.4138 3.5818 -1.2061 -0.003 -0.028 0.006 0.8140
C -1.9582 -2.7840 4.4323 -0.016 -0.006 -0.011 -0.9471
C -3.0176 -1.7034 4.6150 -0.001 0.007 -0.024 0.4193
C -2.4163 -0.3122 4.7617 -0.002 0.104 0.041 -1.3311
S -1.7123 0.3125 3.2066 -0.002 -0.268 -0.069 0.7618
O -0.9059 1.5098 3.5540 0.086 0.075 0.028 -0.6871
C -3.2463 0.9116 2.4033 0.046 0.052 -0.033 0.1686
C -3.4297 2.4151 2.5587 -0.012 0.000 0.027 0.3364
C -3.7933 2.8632 3.9690 -0.001 -0.014 -0.035 -1.6511
H -2.4153 -3.7706 4.3381 0.003 -0.011 -0.006 0.4496
H -1.2769 -2.8052 5.2864 0.009 -0.010 -0.013 0.5046
H -1.3693 -2.6053 3.5326 0.014 -0.006 -0.015 -0.1513
H -3.6174 -1.9198 5.5040 -0.009 0.019 -0.003 0.4356
H -3.7005 -1.7157 3.7628 -0.017 -0.016 0.001 -0.4313
H -1.5537 -0.3225 5.4323 0.000 0.020 0.004 0.5622
H -3.1284 0.4270 5.1296 -0.012 -0.021 0.006 0.3643
H -4.0909 0.3312 2.7838 0.003 -0.011 0.022 0.5579
H -3.1176 0.6560 1.3491 -0.004 -0.024 -0.008 -0.9387
H -4.2090 2.7214 1.8538 0.008 -0.004 -0.015 0.6355
H -2.5088 2.9106 2.2444 -0.007 0.009 -0.003 -0.2182
H -4.6688 2.3252 4.3476 -0.002 -0.004 0.009 0.3263
H -4.0265 3.9285 3.9781 0.012 0.011 0.013 0.4440
H -2.9554 2.7019 4.6466 -0.003 0.005 0.013 0.2744
C -5.2197 -0.3211 -0.8986 0.009 -0.029 -0.030 -0.8026
C -4.0023 -0.8297 -1.6464 -0.036 0.041 0.024 0.0453
O -3.5698 -2.0975 -1.1487 0.080 0.027 -0.061 -0.4995
P -2.4317 -2.0579 0.0422 0.112 -0.038 0.095 0.7357
O -1.7257 -3.4812 -0.2369 -0.035 -0.047 0.081 -0.3868
C -0.6923 -3.5709 -1.2533 -0.064 -0.018 -0.009 1.1823
C -1.0596 -4.6333 -2.2611 -0.017 0.036 0.008 -1.5297
O -3.3097 -2.5184 1.3379 -0.031 0.022 -0.066 -0.0337
C -4.0310 -3.7581 1.3166 -0.024 -0.023 0.034 -0.2024
C -5.3318 -3.5876 2.0716 0.021 0.004 -0.025 -1.2772
H -5.5410 0.6366 -1.3127 -0.020 -0.011 0.033 0.3975
H -4.9864 -0.1770 0.1577 -0.012 0.005 0.007 -0.0595
H -6.0423 -1.0339 -0.9755 0.000 -0.012 0.000 0.3439
H -3.1843 -0.1045 -1.5680 0.006 -0.044 -0.035 -0.2211
H -4.2219 -0.9708 -2.7057 0.009 -0.002 -0.001 0.3977
H 0.2416 -3.8021 -0.7405 0.014 0.024 -0.022 0.0851
H -0.5783 -2.6047 -1.7441 0.015 0.017 -0.016 -0.5695
H -1.1900 -5.6005 -1.7727 0.015 -0.005 0.004 0.3287
H -0.2696 -4.7165 -3.0085 0.024 -0.016 0.002 0.3856
H -1.9874 -4.3707 -2.7711 -0.009 0.008 0.005 0.2944
H -3.4037 -4.5255 1.7750 0.001 -0.001 -0.009 0.2379
H -4.2252 -4.0561 0.2854 0.004 0.006 -0.002 0.3661
H -5.1543 -3.3311 3.1162 0.014 0.008 0.010 0.2825
H -5.9031 -4.5175 2.0396 -0.011 -0.002 0.006 0.3841
H -5.9303 -2.7963 1.6181 -0.006 0.000 0.000 0.2858
```
Positions in Å, forces in eV/Å.